Entry 1:
65
Properties=species:S:1:pos:R:3:lowdin_charge:R:1 method="wB97M-V/def2-TZVPD" s2=2.23 orbital_gap_ev="5.2 / 5.5" multiplicity=3 charge=0
V 1.9892 -1.6069 -0.5774 0.39
Cl 5.3393 -6.0541 3.6332 0.65
C 4.2517 -5.3358 2.4796 -0.68
C 4.1403 -3.9607 2.4024 -0.14
C 3.2781 -3.4240 1.4692 -0.49
Cl 3.1692 -1.6595 1.3273 0.78
C 2.4974 -4.1753 0.5653 -0.49
O 1.7240 -3.6384 -0.3380 -0.24
C 2.6545 -5.5682 0.7180 -0.59
Cl 1.7069 -6.5958 -0.3140 0.68
C 3.5088 -6.1453 1.6357 -0.14
H 4.7204 -3.3171 3.0488 0.11
H 3.5932 -7.2210 1.6900 0.10
C 1.5530 0.0675 -0.7667 -0.49
Ge 0.5642 1.6671 -0.9870 0.83
C -1.2697 1.2190 -1.6652 -0.27
C -2.4347 1.8204 -1.1859 -0.13
C -3.6901 1.4850 -1.6890 -0.11
C -3.8035 0.5430 -2.7023 -0.11
C -2.6550 -0.0636 -3.2011 -0.10
C -1.4103 0.2639 -2.6783 -0.12
C 1.2420 2.8746 -2.3819 -0.27
C 0.9843 4.2398 -2.4977 -0.11
C 1.4633 4.9710 -3.5776 -0.10
C 2.2085 4.3453 -4.5664 -0.10
C 2.4799 2.9885 -4.4649 -0.09
C 2.0053 2.2638 -3.3797 -0.12
C 0.2019 2.5518 0.7420 -0.26
C -0.3423 3.8246 0.9235 -0.12
C -0.5880 4.3320 2.1946 -0.09
C -0.2963 3.5723 3.3181 -0.10
C 0.2554 2.3080 3.1627 -0.10
C 0.5055 1.8127 1.8890 -0.13
H -2.3660 2.5711 -0.4055 0.09
H -4.5766 1.9770 -1.3055 0.10
H -4.7740 0.3004 -3.1177 0.10
H -2.7319 -0.7898 -4.0022 0.10
H -0.5195 -0.2178 -3.0707 0.10
H 0.4029 4.7556 -1.7450 0.07
H 1.2551 6.0318 -3.6464 0.10
H 2.5793 4.9140 -5.4099 0.10
H 3.0692 2.4954 -5.2284 0.10
H 2.2426 1.2092 -3.2859 0.08
H -0.6002 4.4351 0.0677 0.08
H -1.0014 5.3267 2.3070 0.10
H -0.4801 3.9708 4.3079 0.10
H 0.5112 1.7187 4.0358 0.10
H 0.9996 0.8528 1.7628 0.06
N -3.2733 -1.7803 1.3505 0.06
C -2.6479 -1.2353 2.6070 -0.10
C -1.2471 -1.8321 2.7356 -0.19
N -0.4247 -1.6196 1.5718 -0.04
C -1.0485 -2.0622 0.3408 -0.21
C -2.4271 -1.4661 0.1365 -0.10
H -4.2156 -1.4107 1.2272 0.18
H -3.3496 -2.7969 1.4359 0.18
H -3.2954 -1.4942 3.4445 0.13
H -2.6106 -0.1526 2.4880 0.14
H -1.3408 -2.9125 2.9049 0.13
H -0.7703 -1.4108 3.6199 0.13
H -0.0801 -0.6677 1.4759 0.06
H -1.0801 -3.1578 0.3292 0.13
H -0.4243 -1.7024 -0.4839 0.07
H -2.9373 -1.8563 -0.7409 0.13
H -2.3835 -0.3785 0.0670 0.11

Entry 2:
79
Properties=species:S:1:pos:R:3:lowdin_charge:R:1 method="wB97M-V/def2-TZVPD" orbital_gap_ev=8.5 charge=+2
Y -0.7762 0.8272 0.2423 1.57
C -1.1031 -0.5736 5.3393 -0.02
C -1.3948 0.3913 4.2277 -0.24
C -2.4930 0.1827 3.3896 0.00
C -2.8199 1.0921 2.3947 -0.31
C -4.1000 0.9835 1.6110 -0.03
C -1.9807 2.2067 2.2036 -0.13
C -0.8816 2.4505 3.0395 -0.27
C -0.0820 3.7178 2.9172 -0.02
C -0.6116 1.5271 4.0473 0.00
H -1.3335 -1.5973 5.0440 0.08
H -1.7183 -0.3403 6.2106 0.10
H -0.0610 -0.5230 5.6517 0.08
H -3.1300 -0.6803 3.5515 0.14
H -4.8991 1.5014 2.1447 0.11
H -4.4102 -0.0518 1.4767 0.08
H -4.0284 1.4545 0.6264 0.08
H -2.3131 2.9954 1.5266 0.13
H 0.9111 3.5380 2.5009 0.07
H 0.0565 4.1685 3.8994 0.10
H -0.5801 4.4445 2.2771 0.09
H 0.2140 1.7156 4.7242 0.13
F -1.4649 5.0662 -2.6895 0.20
C -1.8225 4.0496 -1.9384 -0.67
F -1.3263 4.2115 -0.6951 0.11
F -3.1355 3.9501 -1.8692 0.19
S -1.0879 2.4859 -2.5897 0.67
O -1.7185 1.5169 -1.6267 -0.44
O -1.4720 2.3000 -3.9349 -0.18
N 0.4364 2.6558 -2.3905 -0.27
S 1.4814 2.7012 -1.2283 0.69
O 0.8712 2.3390 0.0910 -0.44
O 2.6996 2.0452 -1.5286 -0.20
C 1.8755 4.5331 -1.0382 -0.67
F 3.1717 4.6355 -0.8271 0.19
F 1.2114 5.0213 0.0004 0.16
F 1.5305 5.1711 -2.1367 0.18
N 2.1383 0.3921 2.5839 0.15
C 1.3778 -0.7048 2.4149 -0.69
N 0.2702 -0.7294 1.7000 -0.04
C -0.2683 -2.0175 1.6583 -0.35
C 0.4143 -2.9353 2.3737 -0.31
S 1.7965 -2.2181 3.1181 1.13
C -1.4601 -2.2716 0.8337 -0.34
C -2.0680 -3.4650 0.6780 -0.30
S -3.4006 -3.3231 -0.4090 1.14
C -3.0544 -1.6527 -0.6039 -0.69
N -2.0301 -1.2203 0.1116 -0.01
N -3.7779 -0.8585 -1.4156 0.14
H 1.9898 1.2084 2.0117 0.09
H 3.0033 0.3431 3.0941 0.12
H 0.1997 -3.9817 2.5097 0.09
H -1.8216 -4.4126 1.1254 0.09
H -4.5115 -1.2483 -1.9825 0.12
H -3.3911 0.0241 -1.7137 0.08
O 0.5952 -0.2308 -1.2183 -0.61
S 1.6430 -1.3536 -1.0470 1.09
C 2.9893 -0.9976 -2.1059 -0.41
C 4.2232 -0.8391 -1.4920 -0.08
C 5.3290 -0.5516 -2.2802 -0.05
C 5.1798 -0.4212 -3.6508 -0.03
C 3.9334 -0.5789 -4.2557 -0.04
C 2.8280 -0.8757 -3.4846 -0.05
C 0.8469 -2.7412 -1.8235 -0.38
C -0.2616 -2.5575 -2.6359 -0.08
C -0.8490 -3.6726 -3.2182 -0.06
C -0.3339 -4.9398 -2.9818 -0.05
C 0.7726 -5.1050 -2.1582 -0.05
C 1.3701 -4.0013 -1.5697 -0.07
H 4.3188 -0.9368 -0.4176 0.11
H 6.3016 -0.4270 -1.8250 0.12
H 6.0423 -0.1976 -4.2645 0.12
H 3.8353 -0.4773 -5.3275 0.12
H 1.8542 -1.0068 -3.9394 0.12
H -0.6516 -1.5639 -2.8142 0.11
H -1.7051 -3.5450 -3.8678 0.12
H -0.7918 -5.8027 -3.4465 0.12
H 1.1723 -6.0937 -1.9784 0.12
H 2.2364 -4.1253 -0.9301 0.12

Entry 3:
68
Properties=species:S:1:pos:R:3:lowdin_charge:R:1 method="wB97M-V/def2-TZVPD" orbital_gap_ev=5.9 charge=+3
Pt 0.9408 0.0142 -0.4337 0.84
N 0.9554 -1.1299 -2.2413 0.00
C -0.3228 -1.7568 -2.5450 -0.30
C -0.3716 -3.0212 -3.0959 0.00
C -1.5982 -3.5411 -3.4792 0.02
C -2.7719 -2.8004 -3.3231 0.00
C -2.7261 -1.5447 -2.7516 -0.03
C -1.4924 -1.0365 -2.3201 -0.30
P -1.3661 0.4398 -1.3692 1.10
C -1.5297 0.0990 0.3751 -0.42
C -2.3799 -0.8617 0.9097 -0.06
C -2.3569 -1.0803 2.2742 0.01
C -1.4614 -0.3910 3.1108 0.00
C -0.6096 0.5555 2.5931 -0.06
C -0.6558 0.8329 1.2154 -0.23
C -2.6407 1.5710 -1.7550 -0.34
C -2.9021 1.8416 -3.1152 -0.06
C -3.9598 2.6610 -3.4452 -0.02
C -4.7156 3.2533 -2.4339 0.01
C -4.4413 3.0083 -1.0894 -0.02
C -3.3881 2.1918 -0.7344 -0.04
H 1.7044 -1.8221 -2.2243 0.14
H 1.1825 -0.4106 -2.9257 0.09
H 0.5377 -3.5806 -3.2693 0.14
H -1.6347 -4.5246 -3.9290 0.14
H -3.7210 -3.2107 -3.6408 0.13
H -3.6349 -0.9734 -2.6150 0.13
H -3.0485 -1.4305 0.2779 0.13
H -3.0392 -1.8037 2.7027 0.14
H -1.4665 -0.5888 4.1750 0.13
H 0.0579 1.1118 3.2370 0.13
H -0.1999 1.7534 0.8469 0.09
H -2.2956 1.3966 -3.8955 0.12
H -4.1911 2.8552 -4.4837 0.13
H -5.5213 3.9268 -2.6977 0.13
H -5.0561 3.4560 -0.3204 0.13
H -3.1746 2.0025 0.3077 0.11
O 0.8350 -4.0969 -0.7460 -0.24
S 0.2480 -3.4754 0.3993 0.72
O -1.1696 -3.4091 0.5276 -0.24
N 0.9065 -1.8877 0.4769 -0.26
C 1.7910 -1.7895 1.4295 -0.75
S 2.5494 -0.2784 1.4177 0.77
C 1.9453 -2.9590 2.2870 -0.21
C 2.7688 -3.1444 3.3820 0.02
C 2.6878 -4.3599 4.0547 0.00
C 1.8173 -5.3571 3.6273 0.00
C 1.0008 -5.1841 2.5080 0.01
C 1.0884 -3.9726 1.8628 -0.21
H 3.4561 -2.3714 3.7029 0.13
H 3.3095 -4.5326 4.9225 0.13
H 1.7745 -6.2936 4.1671 0.13
H 0.3374 -5.9700 2.1721 0.14
S 1.8568 1.8473 -1.5691 0.63
C 2.5075 3.0093 -0.3960 -0.71
N 3.5592 2.7074 0.3336 0.04
C 4.1953 3.6660 1.2624 -0.11
C 3.9834 5.0761 0.7386 -0.13
C 2.5082 5.3179 0.4716 -0.11
N 1.9616 4.2046 -0.3358 0.06
H 3.9942 1.8122 0.1698 0.11
H 5.2522 3.4188 1.3203 0.14
H 3.7637 3.5389 2.2562 0.14
H 4.5561 5.2163 -0.1791 0.14
H 4.3404 5.7958 1.4725 0.14
H 2.3568 6.2373 -0.0888 0.14
H 1.9406 5.3903 1.3994 0.14
H 1.1726 4.3814 -0.9386 0.14

Entry 4:
67
Properties=species:S:1:pos:R:3:lowdin_charge:R:1 method="wB97M-V/def2-TZVPD" s2=6.04 orbital_gap_ev="7.6 / 3.9" multiplicity=5 charge=+3
Ru -0.5531 -0.0607 0.8352 0.92
C -4.8992 -0.3453 1.3166 0.00
C -3.6063 -0.4266 0.8013 -0.10
N -2.5428 -0.0811 1.5157 -0.07
C -2.7125 0.3662 2.7884 -0.14
C -3.9739 0.4739 3.3810 -0.11
C -5.0858 0.1003 2.6022 0.06
C -4.0729 0.9579 4.7258 0.02
C -2.9689 1.3149 5.4172 0.03
C -1.6665 1.2156 4.8262 -0.11
C -0.4792 1.5840 5.4864 0.06
C 0.7262 1.4620 4.8415 0.00
C 0.7566 0.9627 3.5385 -0.09
N -0.3455 0.6027 2.8956 -0.02
C -1.5464 0.7342 3.5194 -0.15
H -5.7354 -0.6372 0.6976 0.13
H -3.4306 -0.7762 -0.2083 0.12
H -6.0826 0.1669 3.0203 0.14
H -5.0528 1.0367 5.1785 0.14
H -3.0463 1.6862 6.4308 0.14
H -0.5276 1.9666 6.4986 0.14
H 1.6513 1.7460 5.3222 0.13
H 1.6922 0.8576 3.0060 0.09
S -0.6542 -2.3720 0.3936 0.35
P 1.2416 -2.1672 -0.3196 0.21
S 1.7091 -0.2642 0.2673 0.32
C 2.3897 -3.3759 0.4255 -0.32
C 3.3397 -3.0439 1.3417 -0.02
C 4.2208 -4.0575 1.8282 0.11
C 4.1309 -5.4032 1.3799 0.03
C 3.1776 -5.7376 0.4643 0.03
C 2.3038 -4.7328 -0.0316 0.08
C 1.3870 -2.5020 -2.0638 -0.42
C 0.3050 -2.9777 -2.8006 -0.09
C 0.4850 -3.2659 -4.1460 -0.03
C 1.7264 -3.0747 -4.7386 -0.02
C 2.8036 -2.5954 -3.9986 -0.04
C 2.6441 -2.3090 -2.6547 -0.08
H 3.4429 -2.0277 1.6995 0.10
H 4.9723 -3.7850 2.5603 0.15
H 4.8140 -6.1487 1.7652 0.14
H 3.0801 -6.7534 0.1047 0.14
H 1.5634 -5.0087 -0.7751 0.14
H -0.6609 -3.1185 -2.3326 0.08
H -0.3452 -3.6376 -4.7310 0.13
H 1.8593 -3.2979 -5.7889 0.13
H 3.7646 -2.4452 -4.4716 0.13
H 3.4808 -1.9255 -2.0808 0.12
C 0.8042 2.9232 -4.0420 -0.07
C 0.0097 4.1835 -3.7266 -0.40
C 0.8277 5.1863 -2.9148 -0.06
C -1.3317 3.8685 -3.0561 -0.08
N -1.1706 3.2149 -1.7495 -0.06
C -0.9690 3.7606 -0.5300 -0.08
N -0.8659 2.7970 0.3446 0.07
N -0.9942 1.6766 -0.3749 -0.21
N -1.1819 1.8976 -1.6274 0.12
H 1.6990 3.1837 -4.6061 0.09
H 0.2228 2.2153 -4.6348 0.08
H 1.1335 2.4197 -3.1278 0.07
H -0.2736 4.6652 -4.6660 0.15
H 1.1947 4.7508 -1.9802 0.07
H 0.2553 6.0861 -2.6828 0.09
H 1.7054 5.4942 -3.4811 0.09
H -1.9321 3.1954 -3.6640 0.14
H -1.8964 4.7842 -2.8862 0.14
H -0.9161 4.8174 -0.3277 0.15